DFT (wB97M-V/def2-TZVPD) results for 2 unconnected molecules or ions with the total composition C10H11NOS2 at a distorted geometry.

Results
⟨S²⟩: 2.054
Kohn-Sham gap (alpha / beta), eV: 7.0 / 7.5
F_max, eV Å⁻¹: 5.3
2S+1: 3

Last column: Löwdin spin population.
Geometry (Å):
C: 0.04443 -0.58257 3.21664  0.229
C: 1.32860 -0.71215 2.51678  -0.001
C: -1.11345 -0.75479 2.42680  0.000
C: 1.36593 -0.89449 1.23527  0.085
C: -1.00192 -1.03893 1.12902  0.135
C: 0.19412 -1.10649 0.39163  0.025
C: -0.73550 -1.45699 -1.88883  0.064
C: 0.41273 1.27272 -1.59755  0.482
C: -0.17217 3.59905 -0.29593  0.049
C: 0.36568 -1.28723 -0.96270  0.357
N: -0.39128 -1.90484 -3.19341  0.031
O: -1.92879 -1.22233 -1.67557  0.065
S: 0.59477 1.83185 -3.03539  0.379
S: -0.07997 1.77235 -0.08246  0.055
H: 0.08587 -0.68842 4.27919  0.014
H: 2.16948 -0.42707 3.08767  -0.003
H: -2.06980 -0.73131 2.86804  -0.005
H: 2.24673 -0.88242 0.73377  0.005
H: -1.81545 -1.18428 0.40509  0.006
H: 0.56191 3.64773 -1.03500  0.006
H: 0.25549 4.07733 0.55686  0.003
H: -1.19227 3.89549 -0.62482  0.002
H: 1.37161 -1.33834 -1.21179  0.016
H: 0.62347 -1.85380 -3.33749  0.000
H: -1.12022 -2.03008 -3.90582  0.001

DFT (wB97M-V/def2-TZVPD) results for a molecular structure, C6H7NaO6 at a distorted geometry.

Results
Energy above the lowest of the compared OMol25 structures with the same formula, charge and spin, kcal/mol: 47.94
Kohn-Sham gap, eV: 8.4
F_max, eV Å⁻¹: 1.5
2S+1: 1

Last column: natural (NBO) charge in e.
Geometry (Å):
O: -1.17266 1.81482 -1.84141  -0.508
O: -2.26982 3.39331 -2.70952  -0.440
O: -0.39517 -2.07221 -1.74939  -0.887
C: -2.17141 2.13214 -0.93777  0.028
C: -2.84410 3.14443 -1.47820  0.035
C: -1.29977 2.54087 -2.96271  0.411
H: -2.33408 1.47713 -0.09066  0.245
H: -3.64346 3.79292 -1.14055  0.239
O: 2.38823 -0.89607 3.13928  -0.716
C: 1.68128 -0.57395 1.96111  -0.070
C: 1.62844 -1.82925 1.10645  -0.086
O: 0.98734 -1.57096 -0.12986  -0.631
C: 0.13970 -2.53735 -0.69436  0.959
O: -0.03536 -3.59719 -0.11050  -0.699
H: 2.29435 -0.18252 3.77495  0.471
H: 2.18856 0.23005 1.40158  0.144
H: 0.65462 -0.24406 2.18866  0.154
H: 1.09701 -2.62873 1.63851  0.220
H: 2.64316 -2.17170 0.86730  0.172
Na: 0.46312 -0.22169 -2.23288  0.960

DFT (wB97M-V/def2-TZVPD) results for C9H17BO2 in the gas phase at a distorted geometry.

Results
Energy above the lowest of the compared OMol25 structures with the same formula, charge and spin, kcal/mol: 0.00
SMILES: CC1=C(B(O)O)C(C)(C)CCC1
Kohn-Sham gap, eV: 8.7
F_max, eV Å⁻¹: 4.3
2S+1: 1

Last column: natural (NBO) charge in e.
Geometry (Å):
B: -2.25266 -0.05376 -0.07896  1.117
C: -0.67373 -0.25567 -0.01318  -0.362
C: -0.12992 -1.45572 -0.17708  0.064
C: 1.38043 -1.61408 -0.09474  -0.440
C: 2.22367 -0.33365 -0.25092  -0.398
C: 1.58267 0.59043 0.72976  -0.405
C: 0.20665 0.88556 0.18886  -0.053
C: -0.94398 -2.66412 -0.37028  -0.625
C: -0.43890 1.91836 1.22060  -0.604
C: 0.24906 1.69772 -1.14505  -0.615
O: -2.77270 0.03194 1.19799  -0.873
O: -3.00865 0.07298 -1.18147  -0.914
H: 1.66579 -2.15836 0.80948  0.209
H: 1.60348 -2.35763 -0.90660  0.204
H: 3.28816 -0.61741 0.09689  0.203
H: 2.26760 0.03856 -1.27208  0.206
H: 1.39672 -0.02350 1.67756  0.213
H: 2.22070 1.55934 0.82475  0.214
H: -0.60634 -3.14714 -1.20663  0.208
H: -1.91806 -2.39082 -0.55986  0.206
H: -0.91109 -3.40797 0.45019  0.212
H: 0.28582 2.72194 1.55112  0.214
H: -0.59637 1.29852 2.12149  0.216
H: -1.46985 2.26459 0.78168  0.200
H: -0.67241 2.27430 -1.25107  0.219
H: 0.70655 1.15188 -1.96170  0.213
H: 1.01614 2.48986 -0.83457  0.195
H: -3.74011 0.26755 1.04938  0.467
H: -4.01056 0.17722 -1.25532  0.509

DFT (wB97M-V/def2-TZVPD) results for a molecular structure, C31H54ClNO3P2RuSSi2 at a distorted geometry.

Results
⟨S²⟩: 6.030
Energy above the lowest of the compared OMol25 structures with the same formula, charge and spin, kcal/mol: 0.00
Kohn-Sham gap (alpha / beta), eV: 5.9 / 7.3
F_max, eV Å⁻¹: 3.4
2S+1: 5

Last column: Löwdin spin population.
Geometry (Å):
Ru: 0.70216 -0.42435 0.02106  2.075
C: 0.92504 1.81019 1.46561  0.137
C: 0.96911 0.63821 2.26162  0.182
C: 2.06514 -0.17194 1.73394  0.066
Si: -0.40790 0.30546 3.47777  0.022
C: 2.60942 0.50846 0.58418  0.061
C: 1.84730 1.74028 0.38865  0.170
Si: 1.71921 2.94857 -1.02815  0.020
H: 0.25052 2.62964 1.63583  0.006
H: 2.50269 -1.03648 2.21883  0.005
H: 3.52517 0.24235 0.06761  0.005
Cl: 1.34419 -2.53883 -0.90064  0.045
C: 0.53390 4.37181 -0.81370  0.000
C: 3.40518 3.65641 -1.38891  0.004
C: -1.61276 1.69650 3.77944  0.000
C: 0.33513 -0.17439 5.11892  0.004
H: 3.70051 4.26225 -0.51702  0.001
H: 3.31827 4.31778 -2.26379  0.000
H: 4.17815 2.90026 -1.57575  0.000
H: -0.51535 4.05627 -0.88338  0.000
H: 0.74052 5.06803 -1.63576  0.000
H: 0.68707 4.90287 0.13523  0.000
H: 0.88574 0.70262 5.49686  0.001
H: 1.02044 -1.03015 5.06870  0.000
H: -0.48639 -0.40132 5.81502  0.001
H: -1.10171 2.63772 4.02370  0.000
H: -2.21449 1.39619 4.64669  0.000
H: -2.28869 1.86560 2.93008  0.000
C: 0.94732 1.96636 -2.44044  0.004
C: -1.46585 -1.02126 2.65299  0.007
P: 1.37123 0.21469 -2.28052  0.038
H: 1.24670 2.43247 -3.38963  0.000
H: -0.14705 2.04930 -2.34951  0.000
P: -0.44049 -2.02831 1.54782  0.055
H: -2.23126 -0.52399 2.03638  0.000
H: -1.99706 -1.57784 3.43892  0.000
C: -1.58845 -3.39530 0.99760  0.012
C: 0.67486 -2.94734 2.82128  0.006
C: 3.25466 0.27154 -2.64470  0.003
C: 0.71210 -0.55151 -3.85088  0.009
C: -0.61470 -1.25963 -3.58282  0.004
H: 1.46868 -1.30583 -4.12837  0.000
C: 0.53755 0.43281 -5.01242  0.002
H: -0.22452 1.18404 -4.77613  0.000
H: 0.20208 -0.12614 -5.89572  0.001
H: 1.45273 0.95680 -5.29791  0.000
H: -0.48501 -2.06953 -2.85883  0.001
H: -0.98259 -1.68641 -4.52634  0.000
H: -1.36971 -0.55817 -3.19980  0.001
H: 3.65930 0.87529 -1.81996  0.000
C: 3.61049 0.94853 -3.96666  0.001
C: 3.87856 -1.11780 -2.59196  0.000
H: 3.20827 1.96046 -4.08008  0.000
H: 3.29492 0.33915 -4.82033  0.000
H: 4.70326 1.03896 -4.02221  0.000
H: 3.68713 -1.62483 -1.64238  0.000
H: 4.96377 -1.01309 -2.72675  0.000
H: 3.49713 -1.75285 -3.40069  0.000
H: 1.25235 -2.13729 3.28832  0.000
C: 1.63884 -3.90988 2.13890  0.001
C: -0.10318 -3.68276 3.90929  0.002
H: -0.81326 -3.05749 4.46022  0.000
H: 0.61612 -4.06287 4.64673  0.001
H: -0.63010 -4.55076 3.49907  0.000
H: 2.25076 -3.41919 1.37746  0.000
H: 1.09966 -4.73731 1.66238  0.000
H: 2.30081 -4.33547 2.90526  0.000
C: -2.13449 -3.09941 -0.39830  0.004
C: -2.75557 -3.66461 1.95255  0.003
H: -0.94545 -4.29133 0.94884  0.000
H: -3.43291 -2.80366 1.99038  0.000
H: -2.45261 -3.90569 2.97426  0.000
H: -3.32173 -4.52661 1.57638  0.001
H: -2.69649 -2.15372 -0.41593  0.001
H: -2.81214 -3.91418 -0.68938  0.000
H: -1.32240 -3.04348 -1.12933  0.001
C: 2.88242 -5.89485 -2.20136  0.819
H: 3.74903 -5.57948 -1.61234  0.056
H: 2.07988 -6.46849 -1.72747  0.056
H: 2.78311 -5.57192 -3.24234  0.056
O: -5.99390 0.92360 0.17416  0.000
S: -5.06834 1.59686 -0.70235  0.000
O: -5.49393 1.94435 -2.04057  0.000
N: -3.59451 0.83318 -0.70529  0.002
C: -2.56203 1.55525 -0.25383  0.003
O: -1.33348 1.19824 -0.30710  0.040
C: -3.02981 2.84964 0.32548  0.001
C: -2.30477 3.82311 1.02244  0.000
C: -2.95854 4.96848 1.48648  0.000
C: -4.32422 5.15649 1.23221  0.000
C: -5.06890 4.17405 0.53948  0.000
C: -4.38065 3.03097 0.11892  0.000
H: -1.24128 3.67836 1.19989  0.000
H: -2.40009 5.72098 2.04702  0.000
H: -4.81402 6.07488 1.57015  0.000
H: -6.12584 4.29146 0.32677  0.000